[1]
Density functional theory data (wB97M-V/def2-TZVPD) for the ion C5H9N2S with charge +1 in a non-equilibrium geometry.

Element x y z (Å)
C  1.525  -0.823  0.114
C  -1.186  -0.270  0.072
C  -0.750  -1.681  0.011
C  -0.230  0.703  -0.561
C  -0.304  2.092  -0.010
N  0.671  -1.845  0.361
N  1.128  0.283  -0.414
S  -2.562  0.021  0.918
H  2.573  -0.890  0.656
H  -1.370  -2.382  0.549
H  -0.822  -1.904  -1.063
H  -0.547  0.831  -1.622
H  -1.041  2.737  -0.542
H  0.688  2.613  -0.223
H  -0.382  2.079  1.194
H  0.835  -2.668  0.962
H  1.775  1.102  -0.403

Calculated values
- LUMO energy (hartree) = -0.1615
- SMILES = C[C@H]1[NH+]=CNCC1=S
- charge = +1
- E_HOMO (eV) = -12.75


[2]
Density functional theory data (wB97M-V/def2-TZVPD) for a cluster of 2 separate species, C44H50N3 in total in a non-equilibrium geometry.

Element x y z (Å)
C  -4.781  2.535  -5.047
C  -6.175  1.966  -5.225
N  -6.560  1.071  -4.154
C  -7.520  0.057  -4.539
C  -8.365  -0.427  -3.376
C  -7.493  -0.792  -2.183
C  -6.459  0.237  -1.884
C  -6.037  1.149  -2.898
C  -5.052  2.134  -2.585
C  -4.519  2.189  -1.305
C  -4.870  1.234  -0.297
C  -4.223  1.182  0.984
C  -3.318  2.149  1.430
C  -2.309  2.019  2.388
C  -1.418  3.107  2.689
C  -1.485  4.380  2.026
C  -0.538  5.372  2.228
C  0.496  5.176  3.193
N  1.417  6.151  3.430
C  1.405  7.430  2.749
C  0.745  7.374  1.388
C  -0.599  6.653  1.457
C  2.501  5.983  4.376
C  2.165  5.015  5.489
C  1.609  3.713  4.925
C  0.540  3.944  3.916
C  -0.387  2.953  3.655
C  -5.875  0.283  -0.633
C  -4.595  3.086  -3.638
H  -4.044  1.748  -5.238
H  -4.631  3.325  -5.788
H  -6.901  2.800  -5.286
H  -6.249  1.413  -6.174
H  -8.157  0.479  -5.331
H  -6.989  -0.806  -4.986
H  -9.071  0.361  -3.094
H  -8.939  -1.296  -3.704
H  -8.127  -0.925  -1.302
H  -7.008  -1.759  -2.379
H  -3.768  2.953  -1.083
H  -4.481  0.345  1.644
H  -3.439  3.138  0.963
H  -2.164  1.068  2.933
H  -2.276  4.586  1.300
H  0.881  8.175  3.376
H  2.445  7.772  2.657
H  0.605  8.395  1.026
H  1.404  6.855  0.685
H  -0.946  6.441  0.439
H  -1.341  7.329  1.910
H  3.399  5.625  3.842
H  2.747  6.972  4.782
H  3.067  4.818  6.071
H  1.425  5.474  6.154
H  2.430  3.136  4.473
H  1.202  3.108  5.742
H  -0.339  2.009  4.210
H  -6.191  -0.432  0.137
H  -3.537  3.317  -3.480
H  -5.145  4.034  -3.554
C  -4.293  -6.528  4.862
C  -3.187  -6.504  5.741
C  -2.383  -5.361  5.826
C  -2.642  -4.239  5.026
C  -1.764  -2.972  5.136
C  -2.199  -2.081  6.310
C  -1.230  -1.443  7.100
C  -1.620  -0.600  8.147
C  -2.983  -0.421  8.431
C  -3.949  -1.092  7.671
C  -3.557  -1.922  6.612
C  -1.765  -2.176  3.800
C  -1.108  -2.999  2.679
C  -0.296  -1.997  1.849
C  -0.037  -0.828  2.802
N  -1.118  -0.870  3.786
C  -3.755  -4.263  4.168
C  -4.574  -5.395  4.087
H  -4.938  -7.409  4.803
H  -2.962  -7.379  6.357
H  -1.524  -5.333  6.510
H  -0.722  -3.306  5.334
H  -0.170  -1.629  6.887
H  -0.855  -0.073  8.720
H  -3.291  0.231  9.253
H  -5.015  -0.970  7.877
H  -4.301  -2.454  6.012
H  -2.814  -1.945  3.534
H  -0.440  -3.758  3.112
H  -1.889  -3.509  2.116
H  0.643  -2.414  1.476
H  -0.910  -1.668  1.002
H  0.913  -0.957  3.354
H  0.024  0.134  2.269
H  -0.816  -0.524  4.696
H  -4.003  -3.391  3.553
H  -5.431  -5.373  3.398

Calculated values
- LUMO energy (hartree) = -0.1482
- charge = +1
- E_HOMO (eV) = -9.35


[3]
Density functional theory data (wB97M-V/def2-TZVPD) for a cluster of 8 separate species, C32H48O24 in total in a non-equilibrium geometry.

Element x y z (Å)
C  -4.594  -8.389  -3.036
C  -4.110  -7.431  -1.977
C  -2.686  -7.673  -1.444
O  -1.978  -6.465  -1.786
C  -2.877  -5.528  -2.176
O  -2.659  -4.369  -2.266
O  -4.038  -6.124  -2.525
H  -3.928  -8.431  -3.897
H  -5.605  -8.093  -3.310
H  -4.636  -9.398  -2.619
H  -4.793  -7.475  -1.125
H  -2.203  -8.512  -1.951
H  -2.564  -7.820  -0.372
C  1.550  4.069  -2.018
C  0.216  4.676  -1.699
C  -0.006  6.085  -2.232
O  -1.417  6.119  -2.492
C  -1.856  4.848  -2.602
O  -2.983  4.540  -2.806
O  -0.835  3.985  -2.381
H  1.733  3.913  -3.080
H  1.540  3.083  -1.549
H  2.348  4.614  -1.517
H  0.064  4.668  -0.619
H  0.488  6.130  -3.215
H  0.314  6.956  -1.672
C  4.674  2.109  -1.713
C  5.698  3.221  -1.648
C  5.290  4.570  -2.257
O  5.479  5.518  -1.198
C  5.968  4.899  -0.109
O  6.321  5.423  0.889
O  5.917  3.548  -0.280
H  4.489  1.817  -2.747
H  3.719  2.414  -1.285
H  5.014  1.270  -1.108
H  6.569  2.863  -2.206
H  4.248  4.641  -2.575
H  5.863  4.886  -3.129
C  -0.146  1.737  0.417
C  0.610  0.611  -0.245
C  1.217  -0.402  0.726
O  0.256  -1.452  0.761
C  -0.558  -1.346  -0.328
O  -1.314  -2.205  -0.649
O  -0.271  -0.223  -1.011
H  0.407  2.465  1.007
H  -0.921  1.333  1.086
H  -0.745  2.300  -0.307
H  1.381  1.074  -0.859
H  1.205  -0.010  1.746
H  2.240  -0.669  0.477
C  -3.508  4.271  1.107
C  -2.972  5.678  1.155
C  -2.925  6.348  2.533
O  -1.599  6.040  2.978
C  -0.860  5.619  1.921
O  0.248  5.205  1.983
O  -1.592  5.771  0.788
H  -3.236  3.741  0.190
H  -4.596  4.339  1.012
H  -3.241  3.623  1.943
H  -3.540  6.285  0.451
H  -3.683  5.933  3.194
H  -3.020  7.432  2.488
C  -3.740  -3.870  0.877
C  -5.206  -4.170  1.030
C  -6.125  -2.964  0.806
O  -7.198  -3.494  0.038
C  -6.878  -4.736  -0.388
O  -7.618  -5.466  -0.958
O  -5.583  -4.987  -0.097
H  -3.096  -4.715  1.106
H  -3.468  -3.028  1.529
H  -3.510  -3.443  -0.099
H  -5.441  -4.649  1.982
H  -5.630  -2.134  0.302
H  -6.500  -2.613  1.769
C  0.319  -4.708  1.921
C  1.351  -4.979  0.846
C  0.837  -4.656  -0.580
O  1.681  -3.579  -0.989
C  2.678  -3.395  -0.121
O  3.607  -2.662  -0.258
O  2.501  -4.168  0.984
H  -0.574  -5.311  1.762
H  -0.049  -3.676  1.847
H  0.756  -4.776  2.917
H  1.534  -6.054  0.915
H  -0.186  -4.297  -0.647
H  1.004  -5.535  -1.201
C  5.443  1.661  4.232
C  5.405  1.563  2.721
C  4.503  0.436  2.190
O  3.646  1.129  1.262
C  3.672  2.466  1.524
O  2.886  3.197  1.020
O  4.765  2.742  2.239
H  6.183  1.087  4.790
H  4.461  1.396  4.630
H  5.642  2.700  4.504
H  6.408  1.444  2.315
H  3.889  -0.142  2.879
H  5.063  -0.266  1.570

Calculated values
- LUMO energy (hartree) = 0.0155
- SMILES = C[C@H]1COC(=O)O1.C[C@H]1COC(=O)O1.C[C@H]1COC(=O)O1.C[C@H]1COC(=O)O1.C[C@H]1COC(=O)O1.C[C@H]1COC(=O)O1.C[C@H]1COC(=O)O1.C[C@H]1COC(=O)O1
- E_HOMO (eV) = -10.79


[4]
Density functional theory data (wB97M-V/def2-TZVPD) for a structure of composition C10H27ClI2LuN3O2P2 in a non-equilibrium geometry.

Element x y z (Å)
I  -1.557  -2.193  -0.595
I  -1.412  1.480  -0.288
Lu  0.818  -0.449  0.387
P  0.371  -0.120  -2.540
C  -1.205  -0.058  -3.476
C  1.197  1.366  -3.238
H  2.233  -1.578  -3.040
H  1.333  -1.121  -4.536
H  0.670  -2.367  -3.404
C  1.240  -1.434  -3.486
H  2.133  1.526  -2.689
H  1.402  1.194  -4.305
H  -0.985  -0.035  -4.551
H  -1.769  0.833  -3.184
H  0.549  2.241  -3.103
H  -1.805  -0.939  -3.232
C  -4.032  -0.467  -0.139
O  -5.133  -0.193  -0.189
Cl  3.139  0.080  0.148
C  2.397  1.612  4.228
N  0.949  1.769  3.994
C  0.597  2.900  3.115
P  0.075  0.388  3.731
O  0.371  -0.247  2.373
N  0.412  -0.744  4.850
C  0.475  -2.166  4.478
C  0.443  -0.467  6.294
N  -1.460  0.983  3.840
C  -2.582  0.332  3.143
C  -1.850  1.705  5.055
H  2.741  2.559  4.655
H  2.954  1.407  3.299
H  2.577  0.804  4.946
H  0.707  2.662  2.039
H  -0.443  3.199  3.292
H  1.273  3.731  3.369
H  1.505  -2.434  4.190
H  0.182  -2.751  5.360
H  -0.210  -2.397  3.647
H  1.444  -0.120  6.598
H  -0.303  0.283  6.598
H  0.219  -1.405  6.817
H  -2.780  -0.689  3.530
H  -3.467  0.969  3.314
H  -2.375  0.298  2.057
H  -2.160  1.025  5.861
H  -1.042  2.350  5.413
H  -2.713  2.330  4.789

Calculated values
- LUMO energy (spin up / spin down) (hartree) = -0.3362 / -0.4073
- charge = +2
- E_HOMO (spin up / spin down) (eV) = -13.97 / -13.92